ORCA calculation (ωB97M-V/def2-TZVPD) on a 2-piece molecular cluster, C6H13NO overall in a non-equilibrium geometry.

Properties
ΔE to the lowest compared entry with this formula, charge and spin in kcal/mol: 66.3
HOMO energy in eV: -9.93
Structure (SMILES): CCC(C)C.N=C=O
Net charge: 0
2S+1: 1
Orbital gap in eV: 10.7

Geometry as XYZ:
```
21
Properties=species:S:1:pos:R:3:mulliken_charge:R:1
C -1.6003 1.3720 0.0949 -1.1892
C -0.9316 0.2675 -0.7140 -0.7539
C 0.8745 0.4666 -0.4945 0.3196
C 1.6125 -0.6570 -1.1692 -1.5808
C 1.2342 0.6930 0.9407 -1.1543
H -1.0919 2.3299 -0.0283 0.2947
H -2.6354 1.5045 -0.2231 0.3812
H -1.5795 1.1418 1.1579 0.2801
H -0.9017 0.5431 -1.7720 0.5195
H -1.6630 -0.5179 -0.8979 0.4717
H 0.9653 1.3893 -1.0704 0.4576
H 1.1565 -0.9262 -2.1195 0.3631
H 1.6394 -1.5477 -0.5537 0.3101
H 2.6497 -0.3460 -1.3338 0.4544
H 0.6697 -0.0215 1.5601 0.1899
H 0.9893 1.6974 1.2706 0.3195
H 2.2930 0.5008 1.1146 0.4021
N -0.9667 -1.4193 1.6464 -0.5518
C -0.8874 -1.8467 0.4981 0.6585
O -0.6685 -2.6337 -0.3577 -0.4336
H -1.1581 -1.9898 2.4508 0.2416
```

***

ORCA calculation (ωB97M-V/def2-TZVPD) on C29H30AuF5N5O4STe as an isolated structure in a non-equilibrium geometry.

Properties
ΔE to the lowest compared entry with this formula, charge and spin in kcal/mol: 51.4
HOMO energy (alpha / beta) in eV: -11.55 / -11.40
Net charge: +1
<S²>: 2.012
2S+1: 3
Orbital gap (alpha / beta) in eV: 7.2 / 5.6

Geometry as XYZ:
```
76
Properties=species:S:1:pos:R:3:lowdin_spin:R:1
Au -0.5058 -0.1816 -0.3501 0.5258
C 2.7769 -1.0052 2.2916 0.0001
C 1.6425 -1.3900 3.1979 0.0012
C 1.8422 -2.4137 4.1178 -0.0001
C 0.8311 -2.8252 4.9682 0.0016
C -0.3977 -2.1929 4.9199 -0.0001
C -0.6441 -1.1681 4.0132 0.0012
C -1.9994 -0.5117 3.9967 0.0002
C 0.3830 -0.7854 3.1475 0.0013
N 0.0887 0.2289 2.1683 0.0247
C 0.4092 1.4340 2.3743 0.0043
C 1.1760 1.9504 3.5561 0.0030
C 0.0394 2.4704 1.3215 0.0038
C -0.0975 3.8905 1.7819 0.0075
N -0.0989 2.1099 0.1114 0.1594
C -0.0784 3.0605 -0.9607 0.0066
C 1.1612 3.6306 -1.2724 0.0123
C 2.4230 3.2392 -0.5499 0.0012
C 1.1994 4.5561 -2.3077 -0.0012
C 0.0558 4.8867 -3.0167 0.0153
C -1.1482 4.2728 -2.7148 -0.0015
C -1.2342 3.3381 -1.6904 0.0121
C -2.5359 2.6564 -1.3873 0.0029
H 3.7354 -1.3048 2.7104 0.0000
H 2.8130 0.0565 2.0489 0.0000
H 2.7022 -1.5367 1.3390 0.0000
H 2.8103 -2.8977 4.1539 0.0000
H 1.0019 -3.6326 5.6672 0.0001
H -1.1885 -2.4928 5.5969 0.0000
H -2.4754 -0.6096 4.9711 0.0000
H -2.6557 -0.9894 3.2645 0.0000
H -1.9453 0.5513 3.7581 0.0001
H 1.4754 1.1321 4.2047 0.0001
H 0.5751 2.6537 4.1347 0.0000
H 2.0661 2.4849 3.2171 0.0001
H -0.7505 3.9262 2.6556 0.0002
H -0.5109 4.5110 0.9911 0.0002
H 0.8653 4.3070 2.0817 -0.0006
H 2.5075 2.1551 -0.4655 0.0002
H 2.4693 3.6641 0.4566 0.0005
H 3.2919 3.6056 -1.0923 0.0000
H 2.1452 5.0175 -2.5615 -0.0003
H 0.1075 5.6101 -3.8191 0.0008
H -2.0393 4.5176 -3.2792 -0.0003
H -3.3422 3.0925 -1.9741 0.0000
H -2.8019 2.7384 -0.3311 0.0006
H -2.4845 1.5931 -1.6370 0.0017
F 0.9516 -2.4310 0.3516 0.0149
Te 2.1083 -1.7741 -0.9950 0.0115
F 3.7986 -1.1041 -0.5948 0.0044
F 2.8995 -3.4144 -0.7614 0.0005
F 2.7581 -1.7815 -2.7260 0.0016
F 0.5568 -2.2562 -1.9791 0.0239
O 1.4935 -0.0400 -0.7809 0.0842
O -10.1702 -2.1309 -2.9244 0.0987
S -9.3171 -2.9921 -2.1692 0.0820
O -8.1137 -3.4744 -2.7615 0.0453
O -9.8622 -3.7109 -1.0436 0.1958
C -8.5824 -1.5138 -0.8004 0.3568
N -9.4797 -0.7698 -0.2499 0.0828
C -8.9629 0.1609 0.5559 0.0203
C -7.5885 0.2728 0.7510 -0.0075
C -6.7650 -0.6138 0.0769 0.0235
N -7.3039 -1.5490 -0.7250 0.0952
C -5.2779 -0.5942 0.1234 0.0008
C -4.5642 0.2256 0.9902 0.0017
C -3.1903 0.2797 0.8887 0.0032
N -2.5173 -0.4638 0.0058 0.0434
C -3.1903 -1.3143 -0.7866 0.0178
C -4.5650 -1.3973 -0.7619 0.0041
H -9.6629 0.8269 1.0443 0.0006
H -7.2009 1.0373 1.4072 0.0023
H -5.0525 0.8245 1.7455 0.0003
H -2.5972 0.9250 1.5203 0.0002
H -2.5972 -1.9339 -1.4470 0.0062
H -5.0832 -2.0723 -1.4284 0.0006
```

***

ORCA calculation (ωB97M-V/def2-TZVPD) on C27H44O27 as an isolated structure in a non-equilibrium geometry.

Properties
ΔE to the lowest compared entry with this formula, charge and spin in kcal/mol: 536.2
HOMO energy in eV: -8.87
Net charge: 0
2S+1: 1
Orbital gap in eV: 8.8

Geometry as XYZ:
```
98
Properties=species:S:1:pos:R:3:mulliken_charge:R:1
C 0.5652 -3.2514 0.7367 1.3753
C 1.3037 -3.8340 -0.3415 -0.3976
O 0.8362 -5.1526 -0.5281 -0.3916
C 0.0976 -5.4890 0.5070 0.4788
O -0.2356 -6.6369 0.7239 -0.6087
O 0.0334 -4.3932 1.3006 -0.4468
H -0.2450 -2.5814 0.4491 -0.5640
H 1.2446 -2.6895 1.3777 -0.0802
H 2.3421 -3.9064 -0.0183 0.2308
H 1.2451 -3.0478 -1.0941 0.4107
C 1.3544 1.8613 -6.2813 -0.5899
C 0.6941 3.2403 -6.2340 -0.2321
O 1.0564 3.7354 -5.0158 -0.2956
C 1.4419 2.7117 -4.2512 0.2586
O 1.7536 2.9125 -3.0764 -0.4641
O 1.5196 1.5849 -5.0011 -0.2766
H 2.2988 2.0851 -6.7775 0.3298
H 0.8249 1.0868 -6.8362 0.3708
H -0.3748 3.0543 -6.1293 0.1339
H 1.0095 3.8687 -7.0669 0.3715
C -2.2424 -1.6141 1.2902 1.9117
C -2.1310 -0.3351 2.0395 1.0201
O -3.0917 -0.4527 3.0331 -0.6188
C -3.7428 -1.6533 2.9312 0.2687
O -4.5555 -2.0257 3.7239 -0.5993
O -3.2094 -2.3629 1.8970 -0.5317
H -1.3879 -2.2486 1.5255 -0.7888
H -2.3456 -1.5920 0.2053 -0.1435
H -2.2864 0.6285 1.5543 0.4909
H -1.1336 -0.3760 2.4771 0.1453
C 1.6967 -3.5495 5.3274 -0.5463
C 0.2538 -3.1557 4.8663 -0.5913
O 0.4714 -2.0317 4.0214 -0.4305
C 1.6612 -2.1744 3.4693 0.3169
O 2.0202 -1.7242 2.3888 -0.2804
O 2.3702 -3.0797 4.1380 -0.2685
H 1.7685 -4.6097 5.5703 0.3553
H 2.0556 -2.9861 6.1887 0.2942
H -0.3993 -2.8926 5.6984 0.4498
H -0.0522 -3.9683 4.2075 0.3028
C 4.2939 -1.5976 2.2755 0.7640
C 4.2456 -1.7946 3.8140 0.1499
O 5.4826 -1.1922 4.2156 -0.4181
C 5.9515 -0.3902 3.2295 0.5786
O 7.0245 0.2081 3.2846 -0.6078
O 5.1863 -0.4957 2.1637 -0.4145
H 3.2929 -1.2941 1.9690 -0.6303
H 4.7200 -2.4040 1.6786 0.2537
H 4.1391 -2.8545 4.0450 0.3386
H 3.4363 -1.2702 4.3221 0.0905
C -0.8407 2.3679 -2.4194 -2.1898
O -0.6009 3.4518 -3.2359 -0.4982
C -1.3825 3.6747 -4.2384 0.7812
O -2.4634 2.9554 -4.4589 -0.7112
O -1.0525 4.7025 -4.8465 -0.2692
C -1.7886 5.1973 -5.8885 -0.7616
H -0.4150 1.4470 -2.8178 0.7459
H -1.9097 2.2287 -2.2585 0.8820
H -0.1718 2.6610 -1.6102 0.8856
H -1.2144 5.7206 -6.6530 0.2725
H -2.3689 6.0014 -5.4358 0.3416
H -2.3245 4.4434 -6.4652 0.3819
C -1.9823 3.6573 0.9050 -0.7865
O -1.6005 2.3708 1.4621 -0.0880
C -1.3614 2.3257 2.8059 0.5027
O -1.8155 3.0836 3.6710 -0.6022
O -0.6882 1.1395 3.0343 -0.7276
C -0.3830 0.7968 4.3711 -0.5612
H -2.9229 4.0857 1.2512 0.3518
H -1.9744 3.6257 -0.1845 0.1480
H -1.1956 4.3915 1.0787 0.3492
H -1.3840 0.7563 4.8006 0.3990
H 0.2452 1.4282 4.9994 0.4158
H -0.0748 -0.2474 4.3191 0.0885
C 0.6563 -0.1894 1.9763 0.3430
O 0.7105 0.5965 0.7951 -0.0786
C 1.1543 0.1453 -0.3125 0.1386
O 1.6240 -0.9686 -0.5045 -0.6918
O 1.3749 1.2090 -1.1449 -0.4571
C 1.7863 0.9395 -2.5024 -0.1866
H 0.0526 -1.0878 1.8475 0.1058
H 0.2827 0.4158 2.8023 0.0035
H 1.6602 -0.5772 2.1489 -0.2066
H 1.3198 1.5529 -3.2732 -0.0274
H 1.7147 -0.1106 -2.7859 0.1135
H 2.8165 1.2418 -2.6906 0.7066
C -0.9431 0.0031 -0.6204 0.2964
O -2.1671 -0.7163 -0.8543 -0.2991
C -2.8583 -0.5405 -2.0828 0.6087
O -2.4498 0.0034 -3.1396 -0.5715
O -4.0858 -1.0360 -1.9676 -0.2992
C -5.1465 -0.9043 -2.8982 -0.7352
H -0.7380 0.1340 0.4421 0.2186
H -0.8287 1.0317 -0.9626 -0.5247
H -0.1412 -0.4672 -1.1894 0.8317
H -6.0397 -0.9235 -2.2739 0.2815
H -5.2144 -1.8516 -3.4330 0.2970
H -5.1278 -0.0357 -3.5564 0.3081
```

***

ORCA calculation (ωB97M-V/def2-TZVPD) on C19H16BrN2O4ReS4 as an isolated structure.

Properties
HOMO energy (alpha / beta) in eV: -10.56 / -11.22
Net charge: +1
<S²>: 3.771
2S+1: 4
Orbital gap (alpha / beta) in eV: 6.9 / 5.9

Geometry as XYZ:
```
47
Properties=species:S:1:pos:R:3:lowdin_spin:R:1
Re 0.0887 0.1721 0.1744 1.5933
S 2.4316 0.1180 -0.2113 0.2245
S 3.2249 1.9892 -0.2486 0.3708
S 1.8312 3.2624 -0.8426 0.3275
S -0.0062 2.3380 -0.6363 0.1357
O -6.3947 -2.3572 -0.1665 -0.0001
C -6.2053 -0.9717 -0.0052 0.0043
C -4.7330 -0.6810 0.0111 0.0238
C -4.2775 0.6301 0.0953 -0.0038
C -2.9249 0.8725 0.1109 0.0230
N -2.0131 -0.1134 0.0552 0.0114
C -2.4478 -1.3890 -0.0117 0.0217
C -3.7943 -1.6990 -0.0460 -0.0018
C -1.3864 -2.4163 -0.0163 0.0217
C -1.6444 -3.7672 -0.0880 -0.0034
C -0.5950 -4.6799 -0.0347 0.0261
C -0.8883 -6.1596 -0.0832 0.0032
O -1.8506 -6.5277 0.8826 0.0023
C 0.6910 -4.1823 0.0875 -0.0031
C 0.8871 -2.8163 0.1346 0.0283
N -0.1220 -1.9397 0.0822 0.0143
H -7.3347 -2.5547 -0.1591 0.0000
H -6.6353 -0.6100 0.9366 0.0014
H -6.6630 -0.3995 -0.8204 0.0012
H -4.9645 1.4641 0.1458 -0.0006
H -2.5349 1.8786 0.1765 0.0015
H -4.1329 -2.7209 -0.1006 -0.0004
H -2.6583 -4.1320 -0.1581 -0.0006
H 0.0388 -6.7316 0.0098 0.0001
H -1.3325 -6.4034 -1.0499 0.0013
H -1.4652 -6.4597 1.7626 0.0001
H 1.5469 -4.8410 0.1421 -0.0007
H 1.8806 -2.4011 0.2310 0.0009
Br 0.8229 0.8023 8.8453 0.0007
C 0.4238 0.4221 7.0446 0.0021
C 1.1098 1.0897 6.0409 -0.0002
C 0.8146 0.8083 4.7181 0.0023
C -0.1606 -0.1333 4.4048 -0.0002
C -0.8412 -0.7944 5.4250 0.0015
C -0.5517 -0.5206 6.7494 0.0000
C -0.5152 -0.4691 2.9996 0.0229
O -1.3653 -1.2740 2.6928 0.0220
O 0.1897 0.2335 2.0941 0.1252
H 1.8647 1.8200 6.2948 -0.0001
H 1.3422 1.3202 3.9262 0.0002
H -1.5973 -1.5218 5.1664 0.0002
H -1.0744 -1.0286 7.5469 0.0000
```

***

ORCA calculation (ωB97M-V/def2-TZVPD) on C27H33BCuN6Si as an isolated structure.

Properties
HOMO energy (alpha / beta) in eV: -7.38 / -8.42
Net charge: 0
<S²>: 0.755
2S+1: 2
Orbital gap (alpha / beta) in eV: 8.0 / 7.5

Geometry as XYZ:
```
69
Properties=species:S:1:pos:R:3:lowdin_spin:R:1
Cu -0.6301 0.6676 0.5133 0.4752
C 2.0369 -1.2485 2.3231 0.0027
C 1.2153 -1.8708 1.2484 0.0012
C 1.3034 -3.1689 0.7284 0.0009
C 0.2755 -3.2694 -0.1867 0.0003
C -0.1153 -4.4305 -1.0387 0.0003
N -0.3746 -2.0894 -0.2025 0.0053
N 0.2075 -1.2297 0.6732 0.0524
B -1.6955 -1.7144 -0.9134 0.0010
N -1.4791 -0.5572 -1.9265 0.0043
N -1.2790 0.7172 -1.4949 0.0501
C -1.3301 1.5100 -2.5584 0.0016
C -1.2107 2.9942 -2.4572 0.0012
C -1.5515 0.7367 -3.7076 0.0008
C -1.6427 -0.5669 -3.2639 0.0007
C -1.8880 -1.8144 -4.0451 0.0003
N -2.7243 -1.2519 0.1520 -0.0006
N -2.4530 -0.1939 0.9555 0.0155
C -3.4868 -0.0259 1.7637 0.0043
C -3.5087 1.0658 2.7808 0.0040
C -4.4604 -0.9970 1.4859 0.0004
C -3.9361 -1.7550 0.4565 -0.0006
C -4.5309 -2.9285 -0.2474 -0.0001
H 2.9892 -1.7678 2.4200 0.0002
H 1.5175 -1.2939 3.2824 -0.0001
H 2.2398 -0.2066 2.0916 0.0025
H 2.0208 -3.9298 0.9849 0.0002
H 0.6108 -5.2313 -0.9129 0.0001
H -0.1491 -4.1581 -2.0938 -0.0001
H -1.0997 -4.8126 -0.7653 -0.0001
H -2.1192 -2.6677 -1.4962 -0.0001
H -1.3522 3.3189 -1.4282 0.0020
H -1.9661 3.4704 -3.0826 -0.0001
H -0.2303 3.3349 -2.7895 0.0001
H -1.6481 1.0878 -4.7211 0.0001
H -1.8977 -1.5826 -5.1083 0.0001
H -2.8449 -2.2668 -3.7823 0.0000
H -1.1110 -2.5565 -3.8600 0.0000
H -2.5869 1.6457 2.7392 0.0053
H -3.6128 0.6576 3.7866 0.0001
H -4.3471 1.7411 2.6073 0.0000
H -5.4142 -1.1313 1.9671 0.0002
H -5.5112 -3.1436 0.1734 0.0000
H -3.9061 -3.8153 -0.1379 0.0000
H -4.6477 -2.7344 -1.3140 0.0000
C 2.6201 4.8195 3.7537 0.0152
C 2.0042 5.3132 2.6134 -0.0008
C 1.6369 4.4488 1.5922 0.0181
C 1.8709 3.0716 1.6817 0.0476
C 2.4836 2.5971 2.8459 0.0157
C 2.8602 3.4580 3.8667 -0.0015
Si 1.2758 1.9939 0.2567 0.2078
C 2.6207 0.8540 -0.4038 0.0199
C 3.9052 0.7637 0.1273 0.0081
C 4.8216 -0.1605 -0.3610 -0.0006
C 4.4666 -1.0088 -1.3982 0.0074
C 3.1956 -0.9212 -1.9535 -0.0010
C 2.2839 -0.0028 -1.4596 0.0068
H 2.9122 5.4906 4.5513 0.0011
H 1.8136 6.3748 2.5158 -0.0003
H 1.1666 4.8546 0.7038 0.0005
H 2.6714 1.5386 2.9655 0.0004
H 3.3393 3.0630 4.7538 -0.0004
H 0.9835 2.9771 -0.8183 0.0238
H 4.2005 1.4247 0.9364 0.0004
H 5.8138 -0.2170 0.0700 -0.0001
H 5.1773 -1.7338 -1.7746 0.0005
H 2.9112 -1.5755 -2.7688 -0.0002
H 1.2899 0.0387 -1.8951 0.0001
```

***

ORCA calculation (ωB97M-V/def2-TZVPD) on a 6-piece molecular cluster, H12O6 overall.

Properties
ΔE to the lowest compared entry with this formula, charge and spin in kcal/mol: 29.5
HOMO energy in eV: -10.98
Structure (SMILES): O.O.O.O.O.O
Net charge: 0
2S+1: 1
Orbital gap in eV: 10.9

Geometry as XYZ:
```
18
Properties=species:S:1:pos:R:3:mulliken_charge:R:1
O 0.4297 -1.0665 -2.4388 -0.6596
H -0.3240 -0.9029 -3.0113 0.2997
H 0.3449 -0.4044 -1.7386 0.3206
O -1.2408 -1.4069 2.0737 -0.6217
H -1.3908 -2.3539 1.9864 0.3066
H -1.1353 -1.2579 3.0187 0.2824
O 0.0659 0.2683 0.0199 -0.5917
H 0.0249 1.0436 0.5865 0.2650
H -0.2735 -0.4598 0.5573 0.3795
O 3.1008 -0.7189 -0.8447 -0.6181
H 2.1696 -0.9649 -0.8874 0.3446
H 3.4797 -1.3008 -0.1807 0.2980
O -3.4463 0.1134 0.8699 -0.6467
H -2.5883 -0.2604 1.1112 0.3517
H -3.9126 -0.5983 0.4244 0.2968
O 1.2981 3.4496 -0.7994 -0.6359
H 1.5963 4.1487 -0.2108 0.3159
H 1.8017 2.6720 -0.5361 0.3127
```